<1>
ORCA calculation (ωB97M-V with the def2-TZVPD basis set) on a 2-piece molecular cluster, C6H17NO2 overall.

XYZ file:
```
26
C6H17NO2 | OMol25 | ωB97M-V with the def2-TZVPD basis set
C -0.69 -0.65 -1.61
N -0.87 -0.29 -0.18
C 0.28 -0.28 0.77
C 0.20 -1.57 1.57
C 1.42 -1.64 2.47
O -0.97 -1.52 2.38
C 0.10 0.22 -2.55
C 0.90 1.42 -1.99
H -0.38 -1.73 -1.64
H -1.69 -1.04 -1.84
H -1.29 0.63 -0.18
H 1.26 -0.22 0.26
H 0.26 0.49 1.55
H 0.18 -2.40 0.88
H 1.38 -2.50 3.16
H 2.35 -1.77 1.88
H 1.49 -0.78 3.13
H -1.74 -1.92 1.96
H -0.59 0.60 -3.32
H 0.78 -0.39 -3.14
H 0.20 2.26 -2.08
H 1.13 1.41 -0.91
H 1.87 1.65 -2.45
H -1.07 3.36 0.36
H -2.50 3.16 1.14
O -2.03 3.49 0.38
```

SMILES: CCCNC[C@@H](C)O.O
E_HOMO, eV: -8.94
Molecular weight, g mol⁻¹: 135.21
Charge: 0
Orbital gap, eV: 9.68

***

<2>
ORCA calculation (ωB97M-V with the def2-TZVPD basis set) on a 2-piece molecular cluster, C6H17NO2 overall.

XYZ file:
```
26
C6H17NO2 | OMol25 | ωB97M-V with the def2-TZVPD basis set
C -1.73 0.75 -1.61
C -1.75 2.02 -0.78
O -1.50 1.07 -2.96
O -2.97 0.09 -1.53
H -3.65 0.77 -1.66
H -1.31 0.21 -3.39
H -0.95 0.08 -1.26
H -0.76 2.49 -0.76
H -2.08 1.82 0.25
H -2.45 2.76 -1.21
C 1.52 -0.67 0.48
C -0.73 -0.85 1.51
C 2.70 -1.60 0.20
C 1.93 0.39 1.50
N 0.39 -1.52 0.88
H 0.07 -2.06 0.08
H 1.27 -0.16 -0.46
H -1.67 -1.22 1.07
H -0.75 -1.10 2.57
H -0.73 0.23 1.40
H 2.47 -2.32 -0.59
H 2.97 -2.18 1.10
H 3.59 -1.04 -0.11
H 1.21 1.22 1.53
H 2.90 0.83 1.24
H 2.02 -0.03 2.51
```

SMILES: CNC(C)C.CC(O)O
E_HOMO, eV: -8.62
Molecular weight, g mol⁻¹: 135.21
Charge: 0
Orbital gap, eV: 9.34

***

Computed stability ranking, most favorable first: <2>, <1>

***

<1>
ORCA calculation (ωB97M-V with the def2-TZVPD basis set) on a single C3H5ClN2 molecule.

XYZ file:
```
11
C3H5ClN2 | OMol25 | ωB97M-V with the def2-TZVPD basis set
C -0.10 1.33 0.94
C -0.13 0.02 1.16
C 0.12 -0.86 -1.15
H -0.03 1.80 -0.02
H -0.20 -0.35 2.19
H -0.06 -1.95 0.55
H 0.18 -1.81 -1.66
H 0.30 0.12 -2.75
N -0.02 -1.00 0.20
N 0.19 0.27 -1.73
Cl -0.25 2.43 2.27
```

SMILES: [H]/N=C/N/C=C/Cl
E_HOMO, eV: -8.41
Molecular weight, g mol⁻¹: 104.54
Charge: 0
Orbital gap, eV: 9.05

***

<2>
ORCA calculation (ωB97M-V with the def2-TZVPD basis set) on a single C3H5ClN2 molecule.

XYZ file:
```
11
C3H5ClN2 | OMol25 | ωB97M-V with the def2-TZVPD basis set
C -1.52 -0.35 0.03
C -0.82 0.81 -0.07
C 1.39 -0.16 0.03
H -1.07 -1.30 0.09
H -1.39 1.79 -0.06
H 0.91 1.85 0.07
H 2.44 0.14 0.06
H 1.77 -2.02 -0.03
N 0.53 0.91 -0.03
N 1.00 -1.37 -0.07
Cl -3.24 -0.29 -0.02
```

SMILES: [H]/N=C/N/C=C/Cl
E_HOMO, eV: -8.22
Molecular weight, g mol⁻¹: 104.54
Charge: 0
Orbital gap, eV: 8.86

***

Computed stability ranking, most favorable first: <1>, <2>

***

<1>
ORCA calculation (ωB97M-V with the def2-TZVPD basis set) on a 2-piece molecular cluster, C3H7N4 overall.

XYZ file:
```
14
C3H7N4 | OMol25 | ωB97M-V with the def2-TZVPD basis set
C 3.60 0.01 -0.29
C 2.38 0.08 -0.05
C -3.30 -0.09 -0.34
N 4.71 -0.49 -0.01
N 1.22 0.57 0.07
N -1.10 -0.37 0.66
N -1.82 0.09 -0.25
H -3.70 -0.80 -1.23
H -3.90 -0.43 0.50
H -3.50 0.92 -0.66
H 0.53 -0.05 0.51
H -1.70 -0.85 1.43
H 1.02 1.57 -0.05
H 5.56 -0.14 -0.28
```

E_HOMO, eV: -13.61
Molecular weight, g mol⁻¹: 99.12
Charge: +1
Orbital gap, eV: 7.23

***

<2>
ORCA calculation (ωB97M-V with the def2-TZVPD basis set) on an isolated ion of composition C3H7N4 and charge +1.

XYZ file:
```
14
C3H7N4 | OMol25 | ωB97M-V with the def2-TZVPD basis set
C -0.23 1.27 -0.59
C 1.74 0.21 -0.54
C -0.86 -0.14 -0.71
N 1.14 1.25 -0.93
N 1.22 -0.60 0.37
N -0.67 -1.14 1.46
N -0.05 -0.62 0.40
H -0.81 2.01 -0.95
H 2.72 0.12 -0.77
H -1.91 -0.18 -0.32
H -0.49 -0.63 -1.62
H -1.69 -1.38 1.58
H 0.05 -1.46 2.04
H -0.17 1.29 0.58
```

SMILES: N[N+]1=NC=NCC1
E_HOMO (alpha / beta), eV: -14.91 / -14.91
Molecular weight, g mol⁻¹: 99.12
Charge: +1
Orbital gap (alpha / beta), eV: 8.86 / 8.85

***

Computed stability ranking, most favorable first: <2>, <1>

***

<1>
ORCA calculation (ωB97M-V with the def2-TZVPD basis set) on an isolated ion of composition C3H7N4 and charge +1.

XYZ file:
```
14
C3H7N4 | OMol25 | ωB97M-V with the def2-TZVPD basis set
C 0.13 0.98 -0.35
C 0.58 -1.83 -0.26
C -1.00 1.10 0.67
N -0.21 -0.04 -1.35
N 1.58 -0.97 1.88
N -0.07 -1.26 -1.26
N 1.15 -1.30 0.89
H 0.94 0.64 0.21
H 0.86 -2.87 -0.20
H -1.37 0.10 1.08
H -1.87 1.73 0.33
H -0.63 1.46 1.58
H -0.44 0.36 -2.29
H 0.35 1.91 -0.93
```

SMILES: CCN/N=C\[N+]#N
E_HOMO (alpha / beta), eV: -14.73 / -14.73
Molecular weight, g mol⁻¹: 99.12
Charge: +1
Orbital gap (alpha / beta), eV: 8.87 / 8.87

***

<2>
ORCA calculation (ωB97M-V with the def2-TZVPD basis set) on an isolated ion of composition C3H7N4 and charge +1.

XYZ file:
```
14
C3H7N4 | OMol25 | ωB97M-V with the def2-TZVPD basis set
C 1.36 0.98 0.19
C 1.42 -0.40 -0.03
C -0.86 1.19 -0.19
N 0.39 1.76 0.15
N 2.27 -1.20 -0.05
N -0.75 -0.26 -0.46
N -1.34 -1.18 0.36
H 2.30 1.33 0.68
H -0.80 -0.75 -1.28
H -1.62 1.38 0.50
H -1.20 1.84 -1.13
H -2.32 -1.27 0.04
H -1.34 -1.18 1.40
H 2.50 -2.25 -0.16
```

SMILES: [NH+]#C/C=N\CNN
E_HOMO, eV: -13.74
Molecular weight, g mol⁻¹: 99.12
Charge: +1
Orbital gap, eV: 8.59

***

Computed stability ranking, most favorable first: <1>, <2>

***

<1>
ORCA calculation (ωB97M-V with the def2-TZVPD basis set) on a single C5H7ClO molecule.

XYZ file:
```
14
C5H7ClO | OMol25 | ωB97M-V with the def2-TZVPD basis set
C 2.01 -1.74 0.10
C 1.50 -0.47 -0.04
C -1.34 -1.17 0.01
C 0.13 0.02 0.02
C -1.06 2.03 0.02
O 0.06 1.26 0.43
Cl -2.94 -0.68 0.12
H 3.02 -1.73 0.11
H 1.53 -2.66 0.43
H 2.15 0.38 -0.19
H -1.13 -2.11 -0.53
H -1.78 2.23 0.77
H -1.43 1.56 -0.91
H -0.73 3.06 -0.32
```

SMILES: C=C/C(=C/Cl)OC
E_HOMO (alpha / beta), eV: -8.03 / -7.19
Molecular weight, g mol⁻¹: 118.56
Charge: 0
Orbital gap (alpha / beta), eV: 8.13 / 7.22

***

<2>
ORCA calculation (ωB97M-V with the def2-TZVPD basis set) on C5H7ClO as an isolated structure.

XYZ file:
```
14
C5H7ClO | OMol25 | ωB97M-V with the def2-TZVPD basis set
C 0.58 0.87 0.79
C 0.91 -0.56 0.40
C 0.39 -0.56 -1.05
C -1.03 0.01 -0.76
C -0.81 0.21 0.67
H 0.74 1.72 0.06
H 1.83 -1.08 0.54
H 1.02 -0.02 -1.77
H 0.28 -1.56 -1.44
H -1.80 -0.78 -0.89
H -1.36 0.88 -1.31
H -1.64 0.57 1.32
O -0.25 -1.07 1.13
Cl 1.16 1.39 2.31
```

E_HOMO, eV: -10.16
Molecular weight, g mol⁻¹: 118.56
Charge: 0
Orbital gap, eV: 11.15

***

Computed stability ranking, most favorable first: <2>, <1>

***

<1>
ORCA calculation (ωB97M-V with the def2-TZVPD basis set) on a single CH2N2O molecule.

XYZ file:
```
6
CH2N2O | OMol25 | ωB97M-V with the def2-TZVPD basis set
C -0.75 -0.08 0.08
N 0.33 -0.46 -0.77
N 0.25 0.82 0.03
O -1.83 -0.35 0.41
H 0.97 -1.33 -0.29
H 1.03 1.39 0.54
```

SMILES: O=C1NN1
E_HOMO, eV: -9.63
Molecular weight, g mol⁻¹: 58.04
Charge: 0
Orbital gap, eV: 10.29

***

<2>
ORCA calculation (ωB97M-V with the def2-TZVPD basis set) on a 2-piece molecular cluster, CH2N2O overall.

XYZ file:
```
6
CH2N2O | OMol25 | ωB97M-V with the def2-TZVPD basis set
C 0.44 -0.28 -0.33
N -0.57 0.25 -1.24
N -0.82 0.13 -0.02
O -1.56 0.14 0.96
H 0.77 -1.30 -0.45
H 1.74 1.07 1.09
```

E_HOMO (alpha / beta), eV: -10.65 / -9.67
Molecular weight, g mol⁻¹: 58.04
Charge: 0
Orbital gap (alpha / beta), eV: 9.90 / 9.02

***

<3>
ORCA calculation (ωB97M-V with the def2-TZVPD basis set) on a 2-piece molecular cluster, CH2N2O overall.

XYZ file:
```
6
CH2N2O | OMol25 | ωB97M-V with the def2-TZVPD basis set
C 0.27 -1.44 -0.20
N -1.55 0.93 0.60
N -0.44 1.21 0.47
O 0.76 -0.35 -0.50
H 0.75 -2.43 -0.58
H 0.21 2.08 0.20
```

E_HOMO (alpha / beta), eV: -8.70 / -7.21
Molecular weight, g mol⁻¹: 58.04
Charge: 0
Orbital gap (alpha / beta), eV: 9.36 / 6.79

***

Computed stability ranking, most favorable first: <1>, <3>, <2>

***

<1>
ORCA calculation (ωB97M-V with the def2-TZVPD basis set) on a single C6H8N4O molecule.

XYZ file:
```
19
C6H8N4O | OMol25 | ωB97M-V with the def2-TZVPD basis set
C -0.35 -0.92 -0.59
C -0.76 0.27 -1.55
C -2.12 0.29 -2.17
C 0.83 -0.43 1.59
C 0.95 1.27 1.86
C -0.03 1.78 1.13
H -1.44 -1.16 -0.04
H -0.23 -1.98 -1.25
H -0.06 0.46 -2.56
H -0.89 1.34 -1.04
H -0.15 -0.71 1.94
H 1.69 -0.93 2.20
H 2.20 1.45 1.52
H 0.73 1.36 2.99
N 1.71 -1.47 -0.43
N 0.87 -0.55 0.24
N -3.07 0.12 -2.74
N -1.15 1.89 0.41
O 1.27 -2.09 -1.52
```

SMILES: N#CCCN(CCC#N)N=O
E_HOMO, eV: -9.59
Molecular weight, g mol⁻¹: 152.16
Charge: 0
Orbital gap, eV: 8.63

***

<2>
ORCA calculation (ωB97M-V with the def2-TZVPD basis set) on a 2-piece molecular cluster, C6H8N4O overall.

XYZ file:
```
19
C6H8N4O | OMol25 | ωB97M-V with the def2-TZVPD basis set
C -3.24 -0.30 1.26
C -0.73 -0.41 0.88
C -0.81 0.02 -0.39
C 1.53 0.05 -0.44
C 1.47 -0.46 0.85
C 2.79 0.35 -1.28
H -3.93 -0.61 1.91
H -3.63 -0.97 0.04
H -3.29 0.93 1.02
H -1.63 -0.48 2.48
H -1.77 0.13 -0.95
H 2.43 -0.49 1.65
H 2.06 1.35 -2.88
H 3.56 1.26 -3.10
N -1.99 -0.78 1.66
N 0.32 0.29 -1.06
N 0.40 -0.73 1.45
N 2.60 0.81 -2.48
O 3.85 0.04 -0.62
```

E_HOMO, eV: -9.07
Molecular weight, g mol⁻¹: 152.16
Charge: 0
Orbital gap, eV: 9.21

***

Computed stability ranking, most favorable first: <2>, <1>

***

<1>
ORCA calculation (ωB97M-V with the def2-TZVPD basis set) on a 2-piece molecular cluster, C8H11N2 overall.

XYZ file:
```
21
C8H11N2 | OMol25 | ωB97M-V with the def2-TZVPD basis set
C 0.34 -1.33 -0.79
C 0.85 -1.48 0.53
C -1.06 -1.16 -0.87
C -0.06 -1.31 1.56
C -1.82 -1.14 0.18
C 1.84 1.22 -0.16
C 0.43 1.60 -0.32
C -0.69 2.23 0.03
N -1.36 -1.13 1.40
N 1.01 0.66 -1.22
H 0.97 -1.51 -1.64
H 1.92 -1.56 1.03
H -1.57 -1.17 -1.78
H 0.38 -1.36 2.61
H 2.63 1.96 -0.25
H 1.87 0.48 0.67
H -1.62 2.23 -0.59
H -0.61 3.02 0.77
H -2.89 -1.18 0.10
H -2.04 -0.96 2.13
H 1.37 0.69 -2.12
```

E_HOMO, eV: -12.72
Molecular weight, g mol⁻¹: 135.19
Charge: +1
Orbital gap, eV: 9.14

***

<2>
ORCA calculation (ωB97M-V with the def2-TZVPD basis set) on C8H11N2 as an isolated structure.

XYZ file:
```
21
C8H11N2 | OMol25 | ωB97M-V with the def2-TZVPD basis set
C 2.21 1.19 0.49
C 1.11 1.95 0.16
C -0.88 -1.04 0.01
C 1.63 -1.86 0.41
C 0.21 1.08 -0.74
C 0.54 -1.45 -0.55
C -1.00 0.55 0.08
C 2.11 -0.06 -0.05
N 1.05 -0.17 -0.89
N -2.39 1.22 0.05
H 3.00 1.68 1.17
H -1.79 -1.31 -0.49
H -1.03 -1.53 0.92
H 1.33 -1.75 1.41
H 2.20 -2.68 0.12
H -0.10 1.35 -1.80
H 0.33 -2.20 -1.48
H -0.57 0.96 1.11
H -3.00 0.58 0.47
H -2.68 1.40 -0.94
H -2.28 2.08 0.54
```

E_HOMO, eV: -11.46
Molecular weight, g mol⁻¹: 135.19
Charge: +1
Orbital gap, eV: 7.58

***

Computed stability ranking, most favorable first: <1>, <2>

***

<1>
ORCA calculation (ωB97M-V with the def2-TZVPD basis set) on a single CH4IOPS molecule.

XYZ file:
```
9
CH4IOPS | OMol25 | ωB97M-V with the def2-TZVPD basis set
C -0.51 1.20 -0.11
O -0.96 -1.87 -0.21
P 0.96 0.14 1.05
S 0.68 -1.60 -0.30
I 3.04 0.91 0.01
H -0.01 1.05 -1.15
H -0.77 2.14 0.24
H -1.28 0.51 0.04
H -1.16 -2.48 0.43
```

SMILES: CP(I)SO
E_HOMO, eV: -8.73
Molecular weight, g mol⁻¹: 221.99
Charge: 0
Orbital gap, eV: 8.46

***

<2>
ORCA calculation (ωB97M-V with the def2-TZVPD basis set) on a single CH4IOPS molecule.

XYZ file:
```
9
CH4IOPS | OMol25 | ωB97M-V with the def2-TZVPD basis set
C -0.30 -1.43 0.12
O -0.93 2.26 -0.44
P 0.64 -0.10 -0.75
S 0.26 1.62 0.51
I 2.89 -0.51 0.10
H -0.70 -0.94 1.14
H 0.23 -2.34 0.58
H -1.14 -1.81 -0.53
H -0.95 3.24 -0.74
```

SMILES: CP(I)SO
E_HOMO, eV: -8.66
Molecular weight, g mol⁻¹: 221.99
Charge: 0
Orbital gap, eV: 8.48

***

Computed stability ranking, most favorable first: <2>, <1>

***

<1>
ORCA calculation (ωB97M-V with the def2-TZVPD basis set) on a 2-piece molecular cluster, C4H10NO3 overall.

XYZ file:
```
18
C4H10NO3 | OMol25 | ωB97M-V with the def2-TZVPD basis set
C -0.90 0.93 -1.54
N -1.32 1.06 -0.13
C -1.97 -1.42 0.24
C -1.08 -0.21 0.65
C 0.49 -0.53 0.77
O 0.87 -0.69 1.96
O 1.16 -0.60 -0.32
H -0.88 -0.12 -1.98
H 0.14 1.37 -1.55
H -1.61 1.58 -2.12
H -2.31 1.18 -0.10
H -1.60 -1.77 -0.71
H -1.88 -2.21 0.91
H -2.98 -1.18 0.11
H -1.35 0.03 1.60
H 2.83 0.26 -0.72
H 2.18 1.55 -1.50
O 2.65 1.20 -0.85
```

E_HOMO (alpha / beta), eV: -9.79 / -9.67
Molecular weight, g mol⁻¹: 120.13
Charge: 0
2S+1: 2
Orbital gap (alpha / beta), eV: 10.53 / 5.99

***

<2>
ORCA calculation (ωB97M-V with the def2-TZVPD basis set) on a 2-piece molecular cluster, C4H10NO3 overall.

XYZ file:
```
18
C4H10NO3 | OMol25 | ωB97M-V with the def2-TZVPD basis set
O 2.71 -1.50 -1.33
C 1.53 -1.43 -0.85
O 1.03 -2.22 -0.07
C 0.75 -0.18 -1.32
C -0.22 0.29 -0.25
C -0.38 1.81 -0.18
N -1.80 2.18 0.15
H 0.22 -0.51 -2.21
H 1.45 0.57 -1.64
H 0.20 0.03 0.73
H -1.10 -0.32 -0.17
H 0.21 2.22 0.64
H -0.16 2.34 -1.10
H -1.81 2.86 0.90
H -2.23 1.37 0.60
H 0.01 -2.29 1.31
H 0.08 -2.88 2.65
O -0.51 -2.33 2.13
```

E_HOMO (alpha / beta), eV: -9.61 / -9.61
Molecular weight, g mol⁻¹: 120.13
Charge: 0
2S+1: 2
Orbital gap (alpha / beta), eV: 10.31 / 5.96

***

Computed stability ranking, most favorable first: <2>, <1>

***

<1>
ORCA calculation (ωB97M-V with the def2-TZVPD basis set) on a single C2H3BrOS molecule.

XYZ file:
```
8
C2H3BrOS | OMol25 | ωB97M-V with the def2-TZVPD basis set
C 0.29 1.18 0.45
C 0.03 -0.35 0.42
O -0.42 1.97 0.97
S -1.34 -0.75 -0.85
Br -0.43 -1.79 -2.47
H 1.24 1.45 0.05
H 0.92 -0.85 0.11
H -0.29 -0.86 1.33
```

SMILES: O=CCSBr
E_HOMO, eV: -9.08
Molecular weight, g mol⁻¹: 155.02
Charge: 0
Orbital gap, eV: 8.93

***

<2>
ORCA calculation (ωB97M-V with the def2-TZVPD basis set) on a single C2H3BrOS molecule.

XYZ file:
```
8
C2H3BrOS | OMol25 | ωB97M-V with the def2-TZVPD basis set
C 0.42 -0.62 -0.56
C -0.13 0.03 0.65
O -0.42 1.40 0.69
S -0.34 -2.54 -1.14
Br 1.08 0.43 -1.94
H 0.79 -0.19 1.44
H -1.11 -0.45 1.01
H -0.29 1.94 -0.14
```

SMILES: OCC(=S)Br
E_HOMO (alpha / beta), eV: -8.89 / -8.88
Molecular weight, g mol⁻¹: 155.02
Charge: 0
Orbital gap (alpha / beta), eV: 6.87 / 6.83

***

Computed stability ranking, most favorable first: <1>, <2>

***

<1>
ORCA calculation (ωB97M-V with the def2-TZVPD basis set) on a single CH8BN3 molecule.

XYZ file:
```
13
CH8BN3 | OMol25 | ωB97M-V with the def2-TZVPD basis set
B 0.79 -0.09 -0.03
C -1.86 0.00 0.05
N 0.95 1.32 -0.07
N 2.07 -0.71 0.16
N -0.39 -0.81 -0.06
H -1.62 0.95 -0.41
H -2.77 -0.57 -0.25
H -1.81 0.17 1.17
H 1.44 1.73 -0.79
H 0.01 1.87 0.07
H 2.79 -0.02 -0.14
H 2.17 -1.66 -0.27
H -0.48 -1.78 0.11
```

SMILES: CNB(N)N
E_HOMO, eV: -8.90
Molecular weight, g mol⁻¹: 72.91
Charge: 0
Orbital gap, eV: 9.56

***

<2>
ORCA calculation (ωB97M-V with the def2-TZVPD basis set) on a single CH8BN3 molecule.

XYZ file:
```
13
CH8BN3 | OMol25 | ωB97M-V with the def2-TZVPD basis set
B -0.56 0.16 -0.43
C 1.62 0.07 0.93
N -1.46 -0.98 0.70
N -1.29 0.63 -1.52
N 0.77 0.48 -0.16
H 1.20 -0.81 1.41
H 2.62 -0.18 0.57
H 1.71 0.86 1.69
H -1.87 -1.67 0.09
H -0.76 -1.45 1.26
H -2.26 0.43 -1.64
H -0.92 1.30 -2.17
H 1.20 1.18 -0.74
```

SMILES: CNB(N)N
E_HOMO, eV: -9.04
Molecular weight, g mol⁻¹: 72.91
Charge: 0
Orbital gap, eV: 9.64

***

Computed stability ranking, most favorable first: <2>, <1>